A:
The following is a DFT calculation (wB97M-V/def2-TZVPD) of a single CHNO2S molecule.

Last column: Mulliken charge in e.
CARTESIAN COORDINATES (ANGSTROEM)
1 O 1.323 -0.531 -0.891  -0.477
2 N 0.359 -0.721 -0.163  0.859
3 O 0.007 -1.711 0.435  -0.504
4 C -0.535 0.552 0.186  -0.196
5 S 0.159 1.892 -0.391  -0.106
6 H -1.313 0.519 0.824  0.425

Values from the calculation:
* HOMO-LUMO gap: 8.058 eV
* LUMO energy: -0.0687 Eh
* SMILES: O=[N+]([O-])C=S
* molecular weight: 91.09 Da

B:
The following is a DFT calculation (wB97M-V/def2-TZVPD) of a single CHNO2S molecule.

Last column: Mulliken charge in e.
CARTESIAN COORDINATES (ANGSTROEM)
1 O -1.682 1.683 -0.562  -0.334
2 C -0.997 0.788 -0.654  0.568
3 N -0.122 0.036 -0.981  -0.146
4 O 0.499 -1.037 -0.455  -0.263
5 S 1.630 -0.743 0.951  0.036
6 H 0.671 -0.727 1.702  0.139

Values from the calculation:
* HOMO-LUMO gap: 9.361 eV
* LUMO energy: -0.0310 Eh
* SMILES: O=C=NOS
* molecular weight: 91.09 Da

Verdict on stability: B comes out on top.

A:
The following is a DFT calculation (wB97M-V/def2-TZVPD) of a molecular structure, C5H13N2P.

Last column: Mulliken charge in e.
CARTESIAN COORDINATES (ANGSTROEM)
1 C -2.413 0.870 -0.516  -0.380
2 C 2.006 -0.932 -0.891  -1.270
3 C -0.684 -1.971 -0.037  -0.988
4 C 0.462 1.665 -1.116  -1.341
5 C 0.705 0.850 1.574  -1.126
6 N -1.847 0.289 0.419  -0.354
7 N -0.662 -0.625 -0.537  -0.061
8 P 0.818 0.133 -0.230  1.030
9 H -3.322 1.346 -0.152  0.277
10 H -2.145 0.804 -1.561  0.381
11 H 2.351 -1.771 -0.251  0.222
12 H 2.833 -0.533 -1.405  0.345
13 H -1.624 -2.347 -0.339  0.373
14 H 0.111 -2.580 -0.632  0.318
15 H -0.489 -2.120 1.063  0.287
16 H 1.204 2.351 -1.046  0.523
17 H 0.452 1.376 -2.205  0.307
18 H -0.383 2.192 -0.686  0.376
19 H -0.240 1.392 1.854  0.382
20 H 0.530 -0.107 2.243  0.281
21 H 1.600 1.435 1.672  0.418

Values from the calculation:
* HOMO-LUMO gap: 8.201 eV
* LUMO energy: 0.0316 Eh
* molecular weight: 132.15 Da

B:
The following is a DFT calculation (wB97M-V/def2-TZVPD) of a single C5H13N2P molecule.

Last column: Mulliken charge in e.
CARTESIAN COORDINATES (ANGSTROEM)
1 C 0.033 -1.482 -0.724  -0.746
2 C -0.944 -0.360 -0.601  0.140
3 C -2.069 -0.375 0.362  -1.557
4 C -0.023 2.149 -0.960  -0.770
5 C 1.488 -0.151 1.758  -0.966
6 N 1.401 -0.955 -0.874  -0.442
7 N 0.229 1.153 0.009  -0.172
8 P 1.779 0.434 0.080  -0.067
9 H -0.017 -2.096 0.185  0.393
10 H -0.241 -2.121 -1.568  0.374
11 H -0.975 0.153 -1.547  0.625
12 H -2.156 -1.329 0.757  0.403
13 H -2.973 -0.161 -0.172  0.402
14 H -1.975 0.347 1.199  0.328
15 H 1.052 2.369 -1.430  0.239
16 H -0.649 1.848 -1.802  0.270
17 H -0.307 3.087 -0.547  0.281
18 H 1.474 0.713 2.399  0.340
19 H 2.167 -0.911 2.312  0.326
20 H 0.602 -0.661 1.815  0.312
21 H 2.103 -1.650 -0.652  0.288

Values from the calculation:
* HOMO-LUMO gap: 9.217 eV
* LUMO energy: 0.0361 Eh
* molecular weight: 132.15 Da

Verdict on stability: B comes out on top.

A:
The following is a DFT calculation (wB97M-V/def2-TZVPD) of a gas-phase ion, C2H8N3O2 (charge +1).

Last column: Mulliken charge in e.
CARTESIAN COORDINATES (ANGSTROEM)
1 N 1.649 0.358 0.089  -0.553
2 N 0.947 -0.776 0.505  -0.244
3 C -0.278 -0.897 -0.339  -0.674
4 N -1.432 0.011 0.057  0.272
5 O -2.642 -0.547 0.067  -0.431
6 C -1.361 1.328 0.065  0.089
7 O -0.306 2.016 0.055  -0.450
8 H 1.861 0.279 -0.987  0.348
9 H 2.338 0.723 0.776  0.276
10 H 1.424 -1.604 0.466  0.225
11 H -0.042 -0.687 -1.372  0.398
12 H -0.607 -1.845 -0.172  0.436
13 H -2.884 -0.885 0.946  0.385
14 H -2.370 1.684 0.188  0.438
15 H 0.487 1.320 -0.036  0.485

Values from the calculation:
* HOMO-LUMO gap: 10.966 eV
* total charge: +1
* LUMO energy: -0.1337 Eh
* SMILES: NNC/[N+](O)=C\O
* molecular weight: 106.10 Da

B:
The following is a DFT calculation (wB97M-V/def2-TZVPD) of a gas-phase ion, C2H8N3O2 (charge +1).

Last column: Mulliken charge in e.
CARTESIAN COORDINATES (ANGSTROEM)
1 C -1.548 0.683 0.290  -0.886
2 N -0.117 0.618 0.105  0.276
3 O 0.482 1.728 -0.386  -0.439
4 C 0.681 -0.518 0.013  0.544
5 N 0.102 -1.699 -0.269  -0.355
6 N 2.037 -0.512 -0.010  -0.072
7 O 2.809 0.555 0.253  -0.387
8 H -1.972 0.406 1.251  0.357
9 H -1.810 1.736 0.264  0.324
10 H -2.107 -0.064 -0.398  0.291
11 H 0.806 2.309 0.328  0.369
12 H -0.946 -1.806 -0.323  0.168
13 H 0.529 -2.531 -0.518  0.198
14 H 2.417 -1.357 0.207  0.239
15 H 3.577 0.685 -0.344  0.373

Values from the calculation:
* HOMO-LUMO gap: 10.968 eV
* total charge: +1
* LUMO energy: -0.1162 Eh
* SMILES: CN(O)/C(N)=[NH+]\O
* molecular weight: 106.10 Da

Verdict on stability: A comes out on top.

A:
The following is a DFT calculation (wB97M-V/def2-TZVPD) of 2 unconnected molecules or ions with the total composition C5H7Cl3.

Last column: Mulliken charge in e.
CARTESIAN COORDINATES (ANGSTROEM)
1 C -2.150 0.095 0.440  -1.178
2 C -1.244 1.103 0.631  0.675
3 C 1.793 -1.010 -1.040  -1.002
4 C -0.378 1.626 -0.319  -0.865
5 C 1.015 -0.960 0.275  0.383
6 Cl -1.273 1.772 2.291  -0.229
7 Cl 1.917 -0.602 1.780  -0.190
8 Cl -0.432 -1.720 0.555  -0.062
9 H -2.834 -0.305 1.155  0.412
10 H -2.295 -0.164 -0.533  0.405
11 H 2.002 -0.054 -1.363  0.310
12 H 2.700 -1.598 -0.968  0.357
13 H 1.070 -1.644 -1.587  0.288
14 H -0.342 1.147 -1.243  0.401
15 H 0.452 2.314 -0.073  0.296

Values from the calculation:
* HOMO-LUMO gap (alpha / beta): 7.655 / 7.773 eV
* LUMO energy (alpha / beta): -0.0144 / -0.0039 Eh
* molecular weight: 173.47 Da

B:
The following is a DFT calculation (wB97M-V/def2-TZVPD) of 2 unconnected molecules or ions with the total composition C5H7Cl3.

Last column: Mulliken charge in e.
CARTESIAN COORDINATES (ANGSTROEM)
1 C 1.989 0.388 -0.871  -1.146
2 C 0.798 0.949 -1.332  0.811
3 C -1.082 -0.763 1.783  -1.073
4 C -0.214 1.465 -0.595  -1.048
5 C -0.798 -1.383 0.438  0.520
6 Cl 0.652 0.727 -3.068  -0.224
7 Cl -2.112 -1.692 -0.530  -0.179
8 Cl 0.695 -1.812 0.046  -0.112
9 H 2.578 -0.385 -1.356  0.427
10 H 2.156 0.521 0.162  0.415
11 H -0.249 -0.868 2.416  0.334
12 H -1.140 0.254 1.551  0.251
13 H -2.012 -1.162 2.172  0.352
14 H -0.218 1.784 0.403  0.472
15 H -1.042 1.977 -1.220  0.200

Values from the calculation:
* HOMO-LUMO gap (alpha / beta): 6.859 / 8.415 eV
* LUMO energy (alpha / beta): -0.0210 / 0.0101 Eh
* molecular weight: 173.47 Da

Verdict on stability: A comes out on top.

A:
The following is a DFT calculation (wB97M-V/def2-TZVPD) of a single C3H5B molecule.

Last column: Mulliken charge in e.
CARTESIAN COORDINATES (ANGSTROEM)
1 C 1.979 -0.884 -0.126  -0.419
2 B 0.849 -0.051 0.124  0.012
3 C -0.733 0.128 -0.082  -0.157
4 C -1.664 1.027 0.169  -0.436
5 H 2.768 -1.019 -1.052  0.180
6 H 2.409 -1.414 0.748  0.179
7 H -1.370 -0.724 -0.442  0.208
8 H -1.524 2.062 0.655  0.205
9 H -2.714 0.874 0.007  0.228

Values from the calculation:
* HOMO-LUMO gap (alpha / beta): 8.439 / 8.440 eV
* LUMO energy (alpha / beta): -0.0050 / -0.0049 Eh
* SMILES: C=BC=C
* molecular weight: 51.88 Da

B:
The following is a DFT calculation (wB97M-V/def2-TZVPD) of 2 unconnected molecules or ions with the total composition C3H5B.

Last column: Mulliken charge in e.
CARTESIAN COORDINATES (ANGSTROEM)
1 B 1.422 0.094 -0.254  -0.033
2 C -1.210 0.262 -0.679  -0.222
3 C -1.122 -0.286 0.472  -0.362
4 C 0.073 0.587 0.163  -0.198
5 H 2.393 0.537 0.173  -0.042
6 H 1.419 -2.310 -0.416  -0.098
7 H -1.526 0.490 -1.622  0.455
8 H -1.529 -0.889 1.314  0.308
9 H 0.079 1.517 0.849  0.193

Values from the calculation:
* HOMO-LUMO gap (alpha / beta): 8.664 / 7.406 eV
* LUMO energy (alpha / beta): -0.0108 / -0.0212 Eh
* molecular weight: 51.88 Da

C:
The following is a DFT calculation (wB97M-V/def2-TZVPD) of a single C3H5B molecule.

Last column: Mulliken charge in e.
CARTESIAN COORDINATES (ANGSTROEM)
1 B 1.090 0.188 0.303  0.057
2 C -0.246 -0.193 1.197  -0.549
3 C 0.133 0.375 -0.902  -0.480
4 C -0.756 -0.422 0.007  -0.066
5 H 2.329 0.168 0.220  -0.055
6 H -0.714 -0.307 2.232  0.325
7 H -0.290 1.344 -0.762  0.210
8 H -0.055 0.032 -1.969  0.268
9 H -1.492 -1.186 -0.325  0.290

Values from the calculation:
* HOMO-LUMO gap: 10.099 eV
* LUMO energy: 0.0321 Eh
* molecular weight: 51.88 Da

Verdict on stability: C comes out on top.

A:
The following is a DFT calculation (wB97M-V/def2-TZVPD) of a single C2HNOS2 molecule.

Last column: Mulliken charge in e.
CARTESIAN COORDINATES (ANGSTROEM)
1 N -4.948 0.503 0.147  -0.314
2 C -3.817 0.585 0.067  0.382
3 O -2.418 0.723 -0.041  -0.255
4 C -1.463 -0.205 -0.045  0.396
5 S -1.597 -1.815 0.007  -0.234
6 S 0.040 0.724 -0.141  -0.138
7 H 0.865 -0.320 -0.130  0.162

Values from the calculation:
* HOMO-LUMO gap: 9.267 eV
* LUMO energy: -0.0197 Eh
* SMILES: N#COC(=S)S
* molecular weight: 119.17 Da

B:
The following is a DFT calculation (wB97M-V/def2-TZVPD) of 2 unconnected molecules or ions with the total composition C2HNOS2.

Last column: Mulliken charge in e.
CARTESIAN COORDINATES (ANGSTROEM)
1 C -2.085 -0.848 -0.774  -0.035
2 N -1.325 -0.986 0.120  -0.106
3 S -0.182 -0.889 1.196  -0.185
4 H -2.960 -1.059 -1.385  0.341
5 O 2.114 1.583 1.542  -0.384
6 C 2.090 1.331 0.377  0.630
7 S 2.348 0.868 -1.077  -0.261

Values from the calculation:
* HOMO-LUMO gap: 9.027 eV
* LUMO energy: 0.0083 Eh
* SMILES: C#[N+][S-].O=C=S
* molecular weight: 119.17 Da

Verdict on stability: B comes out on top.